# 1
Molecular formula: C19H34N3O8
Method: DFT, ωB97M-V with the def2-TZVPD basis set

```
64
C19H34N3O8, DFT ωB97M-V with the def2-TZVPD basis set
C 2.5968 2.6234 0.1415
C 3.9331 1.7423 0.6271
O 4.4701 2.1110 1.7917
O 4.4168 0.6938 -0.2805
C 5.3252 -0.2548 0.3762
C 4.6018 -1.4653 1.2074
C 2.9837 -1.5979 0.9964
C 2.5288 -2.7133 -0.1373
C 0.9069 -3.0954 0.0086
C -0.0432 -2.3085 -1.0733
C 0.1554 -0.6714 -1.0838
C -0.7362 0.1267 0.0446
C -0.5755 -0.4398 1.5749
C -0.7082 0.7597 2.7324
N -1.4432 -0.0961 3.7849
C -2.5291 -0.7356 2.8943
N -3.8951 -0.6595 3.0851
N -1.6996 -1.4522 1.8455
H 1.9497 1.8799 -0.5142
H 2.8992 3.5560 -0.5184
H 1.9138 2.9114 1.0640
H 5.9460 -0.7775 -0.4997
H 6.1259 0.2257 1.0842
H 4.8109 -1.3064 2.3477
H 5.0703 -2.5053 0.8570
H 2.4183 -0.5946 0.7905
H 2.5473 -2.0083 2.0292
H 2.8018 -2.4206 -1.2369
H 3.0927 -3.7294 0.1278
H 0.8258 -4.2564 -0.2557
H 0.5409 -2.9831 1.1153
H 0.2671 -2.6890 -2.1609
H -1.1912 -2.5809 -0.9713
H -0.2501 -0.3023 -2.1434
H 1.3047 -0.3557 -1.0736
H -0.3630 1.2595 0.0695
H -1.8811 0.1346 -0.2217
H 0.4219 -0.9549 1.9141
H -1.3883 1.6888 2.4754
H 0.3601 1.0906 3.1483
H -0.8009 -0.9081 3.9954
H -4.5770 -0.7103 2.2701
H -4.3596 -0.5063 4.0300
H -2.1757 -1.6963 0.9435
C -8.8978 -1.3860 0.1883
C -8.4298 -0.9754 1.5468
O -7.1248 -1.5174 1.6189
C -6.6874 -1.6714 0.3349
O -5.5420 -1.9556 0.0269
O -7.6984 -1.4650 -0.5588
H -9.5827 -0.6574 -0.2540
H -9.3780 -2.3701 0.1911
H -8.3677 0.1124 1.6565
H -9.0615 -1.3775 2.3436
C 4.1527 4.3223 -4.9285
C 3.9020 3.2544 -3.9139
O 2.5928 3.5388 -3.4586
C 1.9725 4.2438 -4.4495
O 0.7817 4.5072 -4.4655
O 2.8580 4.6143 -5.4201
H 4.8069 3.9837 -5.7366
H 4.5753 5.2299 -4.4849
H 3.9140 2.2506 -4.3516
H 4.6166 3.2901 -3.0869
```

Properties
Spin multiplicity = 1
Gap between HOMO and LUMO = 0.3048 hartree
Charge = +1
ΔE to the lowest compared entry with this formula, charge and spin = 714.6 kJ/mol


# 2
Molecular formula: C19H35AuI2O2P2
Method: DFT, ωB97M-V with the def2-TZVPD basis set

```
61
C19H35AuI2O2P2, DFT ωB97M-V with the def2-TZVPD basis set
I 1.6365 -5.6368 -3.7562
I -0.8095 -5.2537 -2.9671
Au 1.2607 -1.3075 -0.6512
P 0.5688 -0.8728 -2.9080
C 0.8180 0.9094 -3.2186
C 1.5316 -1.6102 -4.2631
H 1.3196 -1.0459 -5.1875
H -1.2673 -0.6434 -4.4793
H 1.2601 -2.6690 -4.3916
H -1.3206 -2.2381 -3.6369
H 1.8993 1.1125 -3.2190
H 2.6013 -1.5405 -4.0286
C -1.1317 -1.1598 -3.5133
H 0.3548 1.1735 -4.1853
H -1.8627 -0.7434 -2.8087
H 0.3469 1.4447 -2.3811
P 1.4427 -3.4753 0.4023
C 1.9967 -2.8492 2.0165
C 0.1384 -4.6424 0.9112
H 2.5185 -5.2648 -0.8239
H 2.8680 -5.3208 0.9337
H 3.7044 -4.1295 -0.1191
C 2.7618 -4.6598 0.0557
H -0.2439 -5.1896 0.0427
H 0.5531 -5.3685 1.6276
H 2.2579 -3.6742 2.6862
H 1.2106 -2.2336 2.4647
H -0.6922 -4.1198 1.3943
H 2.8778 -2.2260 1.8466
C 1.3438 0.5987 0.2188
O 1.9078 1.4316 0.7808
C -0.0151 0.1284 3.7803
C -0.9729 0.0315 2.5931
C -2.1755 -0.8215 2.9912
C -1.3392 1.4415 2.1271
C -2.1535 2.2379 2.9173
C -2.3144 3.5954 2.6653
C -1.6956 4.1674 1.5469
C -0.9891 3.3844 0.6420
C -0.3761 3.9530 -0.6279
C -1.3930 4.0744 -1.7511
C 0.3235 5.2755 -0.3906
C -0.8737 1.9842 0.8931
O -0.4694 1.1971 -0.0762
H -0.5103 0.5922 4.6390
H 0.8564 0.7713 3.5594
H 0.3712 -0.8507 4.0756
H -0.4524 -0.4859 1.7789
H -2.6943 -0.4105 3.8670
H -2.9004 -0.9424 2.1714
H -1.8298 -1.8261 3.2499
H -2.6194 1.7868 3.7909
H -2.8807 4.2320 3.3477
H -1.7032 5.2528 1.4045
H 0.4101 3.2624 -0.9520
H -2.0176 4.9734 -1.6246
H -0.8848 4.1348 -2.7179
H -2.0902 3.2226 -1.7758
H 0.9836 5.2036 0.4857
H 0.9295 5.5473 -1.2597
H -0.3750 6.0913 -0.1931
```

Properties
Spin multiplicity = 3
Gap between HOMO and LUMO (spin up / spin down) = 0.1413 / 0.0694 hartree
Charge = +2
Expectation value of S² = 2.0340
ΔE to the lowest compared entry with this formula, charge and spin = 178.8 kJ/mol


# 3
Molecular formula: C19H35Br2FN4O4
Method: DFT, ωB97M-V with the def2-TZVPD basis set

```
65
C19H35Br2FN4O4, DFT ωB97M-V with the def2-TZVPD basis set
C -2.3088 3.8463 2.7370
C -2.5991 4.0446 1.2512
C -2.5590 2.7470 0.4318
C -1.0840 2.4425 0.0225
C -0.8494 3.1516 -1.3191
C -0.6836 0.9386 0.0978
C -1.7883 -0.0026 -0.4581
C -2.4581 0.3354 -1.7872
C -3.2478 -0.8910 -2.2405
Br -4.2996 -0.4594 -3.8206
C -0.5167 0.5649 1.5813
F -1.5424 1.0119 2.3605
N -0.4442 -0.8831 1.7609
C -0.3598 -1.2733 3.1809
C 0.8938 -0.7938 3.9169
O 1.0603 -1.1177 5.0852
C 0.6175 -1.3504 1.0123
N 0.9089 -2.6047 1.1252
N 1.9681 -3.1927 0.4085
N 1.3351 -0.5727 0.1427
C 0.7237 0.6058 -0.4868
Br 2.0448 2.0596 -0.0899
C 0.7217 0.3643 -1.9942
C 2.0674 -0.0226 -2.6198
C 2.3610 -1.5418 -2.6570
C 3.7768 -1.7868 -2.1817
O 3.9723 -3.1579 -1.7858
C 4.9859 -3.2974 -0.9149
O 5.0700 -4.2210 -0.1406
H -2.5601 4.7583 3.2722
H -2.8759 3.0213 3.1545
H -1.2513 3.6751 2.9231
H -1.8172 4.6978 0.8636
H -3.5477 4.5543 1.1103
H -3.0370 1.9282 0.9538
H -3.1240 2.9390 -0.4765
H -0.4714 2.9609 0.7583
H -1.4838 4.0340 -1.3298
H 0.1599 3.5219 -1.4619
H -1.1260 2.5781 -2.1950
H -1.4372 -1.0318 -0.5194
H -2.5684 -0.0295 0.2976
H -1.7961 0.6217 -2.5956
H -3.1918 1.1290 -1.6952
H -2.6042 -1.7412 -2.4265
H -3.9720 -1.1280 -1.4706
H 0.3892 1.0606 1.9425
H -0.3748 -2.3561 3.2982
H -1.2166 -0.9224 3.7411
H 1.6281 -0.1617 3.3696
H 0.3754 -3.2475 1.7381
H 1.6321 -4.1141 0.1395
H 2.7194 -3.3364 1.0751
H 2.2992 -0.4458 0.4053
H 0.0423 -0.4625 -2.1864
H 0.3444 1.2236 -2.5312
H 2.9121 0.5178 -2.2017
H 2.0088 0.2869 -3.6599
H 2.2910 -1.8790 -3.6885
H 1.6429 -2.1235 -2.0917
H 4.5067 -1.4690 -2.9239
H 3.9288 -1.1579 -1.3030
H 5.7483 -2.5040 -0.9479
O -0.7592 -4.7628 1.8835
H -1.1801 -5.5789 2.1602
```

Properties
Spin multiplicity = 1
Gap between HOMO and LUMO = 0.2415 hartree


# 4
Molecular formula: C19H35LiN5NbO4
Method: DFT, ωB97M-V with the def2-TZVPD basis set

```
65
C19H35LiN5NbO4, DFT ωB97M-V with the def2-TZVPD basis set
N -0.0756 1.8898 0.7693
C -0.3297 2.7355 1.5890
O -0.3071 3.5597 2.4466
Li -0.2074 3.5265 -0.7096
Nb 0.4044 0.5107 -0.7447
N 1.6401 1.9913 -1.3691
N -1.3273 0.6692 -1.6333
C 2.9266 2.3050 -0.7145
C -2.7900 0.7042 -1.5835
C 2.9013 3.8068 -0.4459
C 4.0568 1.9665 -1.6871
C 3.2355 1.5565 0.5822
C -3.3682 1.1961 -2.9151
C -3.3090 -0.7266 -1.3858
C -3.2734 1.5718 -0.4365
H 2.6918 4.3909 -1.3528
H 3.8893 4.1135 -0.0870
H 2.1454 4.0653 0.3105
H 3.9921 0.9129 -1.9826
H 5.0175 2.1448 -1.1874
H 4.0342 2.5989 -2.5823
H 2.4281 1.5922 1.3263
H 4.1122 2.0713 1.0209
H 3.5322 0.5065 0.4076
H -3.0011 2.1962 -3.1753
H -4.4596 1.2495 -2.8016
H -3.1526 0.4983 -3.7372
H -3.0360 -1.3598 -2.2404
H -4.4056 -0.6919 -1.3323
H -2.9074 -1.1500 -0.4562
H -2.8501 1.2596 0.5242
H -4.3672 1.4644 -0.3887
H -3.0687 2.6353 -0.6149
C -0.7944 -0.1560 -2.7972
H 0.2671 -0.5395 -2.6556
H -1.4206 -1.0563 -2.9672
H -0.8109 0.4586 -3.7134
C 1.5437 2.5912 -2.7311
H 2.1029 2.0614 -3.5160
H 0.5039 2.7124 -3.0685
H 1.9446 3.6161 -2.6780
C -1.3604 -4.1606 0.7263
C -1.2616 -3.7371 2.1642
C -0.0863 -2.7537 2.3335
C 0.1031 -2.3388 3.8089
C -1.1211 -1.7765 4.4963
C 1.2672 -3.3734 1.9091
O 1.8192 -4.2642 2.5352
N 1.9145 -2.8795 0.7509
C 1.5204 -1.7900 0.0694
O 2.0925 -1.1449 -0.8556
N 0.3620 -1.2096 0.4727
C -0.4406 -1.5439 1.5016
O -1.4457 -0.8218 1.6652
H -1.5409 -3.3064 0.0725
H -2.1999 -4.8411 0.5981
H -0.4547 -4.6763 0.4103
H -2.1715 -3.2249 2.4851
H -1.1074 -4.5808 2.8377
H 0.4832 -3.2198 4.3389
H 0.9163 -1.6020 3.8457
H -1.9368 -2.4976 4.4990
H -0.8616 -1.5444 5.5312
H -1.4445 -0.8770 3.9700
H 2.8469 -3.2845 0.5478
```

Properties
Spin multiplicity = 1
Gap between HOMO and LUMO = 0.2790 hartree
Charge = +2
ΔE to the lowest compared entry with this formula, charge and spin = 90.6 kJ/mol


# 5
Molecular formula: C19H35MnNO2P2
Method: DFT, ωB97M-V with the def2-TZVPD basis set

```
60
C19H35MnNO2P2, DFT ωB97M-V with the def2-TZVPD basis set
P -2.1603 1.7831 -0.0976
P 2.5210 0.0460 0.1749
C -0.8515 0.2237 0.0087
C 0.6678 -0.1461 0.5479
H -1.1293 -0.4256 -0.8570
H -1.3647 -0.2587 0.8767
H 0.5263 -0.1585 1.6329
H 0.7066 -1.2042 0.2925
C 3.0383 -0.7443 -1.3640
H 3.9475 -0.3848 -1.8761
H 2.1943 -0.8031 -2.0712
H 3.2770 -1.7698 -1.0634
C 3.4680 -0.3480 1.5796
H 3.0241 -1.2724 1.9431
H 3.3484 0.3916 2.3687
H 4.5255 -0.5829 1.4038
C -3.2224 1.8892 -1.5313
H -3.4023 2.9476 -1.7313
H -4.1885 1.3980 -1.4009
H -2.7383 1.4295 -2.3936
C -2.9060 1.9722 1.4800
H -2.1640 1.6358 2.2008
H -3.8102 1.3791 1.5865
H -3.1426 3.0321 1.5834
Mn 0.5465 1.0833 -1.1563
C -0.3254 -2.8979 0.8255
C -0.0832 -2.9390 -0.5164
C -1.0728 -3.5963 -1.4454
C -2.5415 -3.1413 -1.3027
C -2.6770 -1.7307 -0.7410
C -2.8925 -1.5181 0.5892
C -2.7681 -2.6492 1.6054
C -1.5305 -3.5593 1.4805
C -0.8911 3.0565 -0.2536
H 0.4551 -2.6366 1.5727
H 0.9291 -2.7839 -0.9443
H -1.0040 -4.6907 -1.3202
H -0.7394 -3.4665 -2.4819
H -3.0179 -3.1521 -2.3060
H -3.1125 -3.9351 -0.7593
H -2.8471 -0.9383 -1.4876
H -3.4115 -0.6176 0.9807
H -3.6964 -3.2525 1.5675
H -2.8093 -2.2386 2.6285
H -1.2090 -3.8506 2.5039
H -1.8430 -4.5429 1.0524
H -0.1594 2.8837 0.5657
H -1.2101 4.1316 -0.1662
H -0.4280 3.0147 -1.2712
O 2.3628 2.4313 2.0747
C 2.9776 2.5446 1.0272
C 3.9558 3.5735 0.4956
C 3.8846 3.5155 -1.0265
C 2.9677 2.3734 -1.3745
O 2.2834 2.1629 -2.4054
N 2.6704 1.7289 -0.1459
H 3.6945 4.5461 0.9143
H 4.9773 3.3134 0.8136
H 3.5198 4.4524 -1.4596
H 4.8802 3.2957 -1.4262
```

Properties
Spin multiplicity = 4
Gap between HOMO and LUMO (spin up / spin down) = 0.2919 / 0.2090 hartree
Charge = +2
Expectation value of S² = 4.2123
ΔE to the lowest compared entry with this formula, charge and spin = 127.4 kJ/mol


# 6
Molecular formula: C19H35N5O3S2
Method: DFT, ωB97M-V with the def2-TZVPD basis set

```
64
C19H35N5O3S2, DFT ωB97M-V with the def2-TZVPD basis set
C -4.6382 -1.3554 1.5279
C -4.8448 -1.6393 0.0432
C -4.5743 -0.4228 -0.8511
C -3.1292 -0.3264 -1.3509
N -2.1708 -0.2541 -0.2830
C -1.4013 -1.2678 0.2034
S -1.2794 -2.8509 -0.5333
C 0.0650 -2.4147 -1.7062
C 1.0779 -1.4711 -1.0727
O 1.0386 -0.2926 -1.3904
N 1.9963 -1.9769 -0.2305
C 1.9604 -3.3187 0.3218
C 1.4947 -3.3272 1.7766
C 3.0310 -1.0984 0.3283
C 2.4548 -0.0321 1.3008
C 2.5242 1.3437 0.6810
S 4.1433 1.2578 -0.1196
O 4.3062 2.2003 -1.1919
O 5.1810 1.2168 0.8765
C 3.8656 -0.4282 -0.7581
N -0.6792 -0.8598 1.2077
N -0.9474 0.4390 1.3902
C -1.8314 0.8076 0.5009
C -2.3592 2.1921 0.3181
C -1.6939 3.1501 1.3218
C -2.2209 2.9395 2.7348
N -2.2223 2.5444 -1.0940
C -0.8467 2.6320 -1.5503
C -2.9886 3.7103 -1.4791
H -3.6119 -1.0772 1.7507
H -4.8758 -2.2407 2.1128
H -5.2886 -0.5464 1.8551
H -4.2029 -2.4691 -0.2616
H -5.8792 -1.9576 -0.1011
H -5.2052 -0.4743 -1.7402
H -4.8375 0.4893 -0.3134
H -3.0077 0.5715 -1.9621
H -2.8946 -1.2152 -1.9434
H -0.3862 -1.8850 -2.5473
H 0.4966 -3.3497 -2.0563
H 2.9656 -3.7472 0.2424
H 1.2872 -3.9409 -0.2634
H 2.2194 -2.8449 2.4261
H 1.3604 -4.3533 2.1073
H 0.5495 -2.7979 1.8654
H 3.6819 -1.7572 0.9064
H 1.4304 -0.2934 1.5665
H 3.0624 -0.0302 2.2064
H 1.7953 1.4865 -0.1091
H 2.4888 2.1456 1.4085
H 4.8163 -0.9178 -0.9376
H 3.3188 -0.2974 -1.6852
H -3.4392 2.1735 0.5243
H -1.8947 4.1769 1.0098
H -0.6171 2.9836 1.3109
H -1.9936 1.9315 3.0686
H -3.2984 3.0911 2.7734
H -1.7518 3.6432 3.4178
H -0.8519 2.7286 -2.6357
H -0.3067 3.4905 -1.1310
H -0.3130 1.7191 -1.2936
H -2.5841 4.6536 -1.0868
H -4.0160 3.6001 -1.1336
H -2.9941 3.7729 -2.5674
```

Properties
Spin multiplicity = 1
Gap between HOMO and LUMO = 0.3340 hartree
Structure (SMILES) = CCCCn1c(SCC(=O)N(CC)[C@@H]2CCS(=O)(=O)C2)nnc1[C@@H](CC)N(C)C
ΔE to the lowest compared entry with this formula, charge and spin = 0.0 kJ/mol


# 7
Molecular formula: C19H36BNO5STa
Method: DFT, ωB97M-V with the def2-TZVPD basis set

```
64
C19H36BNO5STa, DFT ωB97M-V with the def2-TZVPD basis set
C 2.1947 -1.2852 2.9608
O 1.7253 -0.0102 3.3888
B 0.9749 0.6374 2.3888
O -0.3264 0.1730 2.2245
Ta 1.8492 2.4271 1.0868
S 2.8706 4.4669 -0.0100
C 2.9726 0.9000 -0.2145
C 4.3844 0.5297 0.2554
C 5.2225 -0.3981 -0.6848
C 4.6585 -0.6526 -2.0801
C 3.4596 -1.6089 -2.1511
C 3.4760 -2.6854 -1.0900
O 2.5843 -3.7764 -1.4948
C 1.4921 -3.8789 -0.7005
C 0.4039 -2.8679 -0.8762
O 1.3911 -4.7712 0.0787
C 0.0969 2.2489 -0.3765
C -1.1554 3.0884 -0.0700
C -2.4049 2.5803 -0.8043
N -3.3281 1.8885 0.1120
C -4.6823 1.7224 -0.4690
C -5.2171 0.3563 -0.1317
C -4.4286 -0.7816 -0.3245
C -4.8767 -2.0539 0.0075
C -6.1524 -2.1994 0.5525
C -6.9720 -1.0920 0.7361
C -6.5003 0.1731 0.3876
O -7.3383 1.2741 0.6060
H 1.5022 -2.0659 3.2674
H 3.1623 -1.4480 3.4277
H 2.3283 -1.3234 1.8788
H -0.6934 -0.0004 3.1021
H 0.8621 3.5492 2.1864
H 3.1968 2.4500 2.3741
H 3.7591 3.9044 -0.8400
H 2.3542 -0.0049 -0.1714
H 2.9344 1.2529 -1.2465
H 4.9346 1.4484 0.4454
H 4.2976 0.0250 1.2132
H 6.1926 0.0774 -0.8305
H 5.4383 -1.3240 -0.1574
H 4.4222 0.2913 -2.5604
H 5.4662 -1.0835 -2.6764
H 3.4265 -2.1000 -3.1185
H 2.5643 -1.0143 -2.0103
H 4.4496 -3.1463 -0.9744
H 3.1205 -2.3236 -0.1281
H -0.0935 -2.6928 0.0689
H 0.7891 -1.9264 -1.2556
H -0.3416 -3.2486 -1.5678
H 0.4892 2.4938 -1.3660
H -0.2112 1.1976 -0.3959
H -0.9635 4.1082 -0.3961
H -1.3413 3.1069 1.0008
H -2.0817 1.8379 -1.5332
H -2.9079 3.3758 -1.3731
H -3.3945 2.4867 0.9261
H -4.5813 1.8531 -1.5429
H -5.3419 2.4701 -0.0429
H -3.4373 -0.6562 -0.7344
H -4.2481 -2.9173 -0.1292
H -6.5198 -3.1711 0.8480
H -7.9643 -1.1970 1.1443
H -7.9429 1.3110 -0.1398
```

Properties
Spin multiplicity = 1
Gap between HOMO and LUMO = 0.2578 hartree
Charge = -1
ΔE to the lowest compared entry with this formula, charge and spin = 38.2 kJ/mol